Below is C35H32GeNO3SW as an isolated structure at a distorted geometry, with properties calculated with ωB97M-V with the def2-TZVPD basis set.

The geometry in XYZ format:
```
74
Properties=species:S:1:pos:R:3
W 0.2207 0.1814 -0.4052
C -0.8828 -2.6228 2.0082
C -0.4630 -1.1862 1.9508
C -1.3349 -0.2016 1.4390
C -0.9017 1.1513 1.3147
C -1.8635 2.3085 1.3096
C 0.5204 1.3971 1.5467
C 1.2384 0.4981 2.4242
C 2.4554 0.9912 3.1341
C 0.7489 -0.7797 2.5745
H -1.2217 -2.9728 1.0309
H -1.7087 -2.7618 2.7066
H -0.0516 -3.2514 2.3221
H -2.3845 -0.4445 1.2826
H -1.5856 3.0594 0.5698
H -1.8355 2.7843 2.2929
H -2.8824 1.9829 1.1188
H 0.8238 2.4468 1.5781
H 3.1438 1.4783 2.4455
H 2.9730 0.1876 3.6488
H 2.1582 1.7325 3.8783
H 1.2728 -1.5031 3.1850
C -0.1518 1.8193 -1.4303
Ge 0.1255 0.8631 -3.1348
C 0.3988 2.0031 -4.7447
C 1.4948 2.8516 -4.8101
C 1.5781 3.7988 -5.8143
C 0.5682 3.8987 -6.7577
C -0.5120 3.0327 -6.7109
C -0.6036 2.0924 -5.6992
C -1.2067 -0.6153 -3.2972
C -1.2535 -1.4622 -4.3979
C -2.0695 -2.5810 -4.3912
C -2.8422 -2.8722 -3.2796
C -2.8301 -2.0182 -2.1886
C -2.0268 -0.8896 -2.2039
C 1.7794 -0.1924 -2.5800
C 2.6775 0.3667 -1.6430
C 3.8400 -0.3244 -1.2902
C 4.1044 -1.5687 -1.8304
C 3.2188 -2.1339 -2.7419
C 2.0685 -1.4556 -3.1026
H -0.5138 2.8385 -1.5347
H 2.2751 2.7623 -4.0657
H 2.4284 4.4625 -5.8588
H 0.6258 4.6489 -7.5312
H -1.2874 3.0934 -7.4592
H -1.4517 1.4231 -5.6369
H -0.6526 -1.2359 -5.2695
H -2.1019 -3.2328 -5.2507
H -3.4683 -3.7507 -3.2681
H -3.4592 -2.2258 -1.3338
H -2.0920 -0.1544 -1.3868
H 2.5688 1.4179 -1.3562
H 4.5429 0.1284 -0.6063
H 5.0040 -2.0983 -1.5529
H 3.4231 -3.1025 -3.1731
H 1.3882 -1.9013 -3.8170
O 1.9981 -5.3573 -2.7312
S 1.2993 -5.1451 -1.5048
O 0.4676 -6.1761 -0.9761
N 0.4097 -3.7331 -1.6194
C 0.8977 -2.8446 -0.8362
O 0.3895 -1.6778 -0.6637
C 2.0957 -3.2092 -0.0443
C 2.8334 -2.3796 0.7874
C 3.9248 -2.9261 1.4445
C 4.2771 -4.2543 1.2402
C 3.5544 -5.0692 0.3713
C 2.4607 -4.5253 -0.2609
H 2.5776 -1.3278 0.8944
H 4.5050 -2.3149 2.1207
H 5.1358 -4.6577 1.7558
H 3.8437 -6.0935 0.2042
```

Output
HOMO energy (alpha / beta) ... -10.86 / -11.61 eV
Frontier orbital gap (alpha / beta) ... 6.9 / 7.0 eV
Energy ... -4175.23912 a.u.
⟨S²⟩ ... 2.08
Multiplicity ... 3
Total charge ... +1
LUMO energy (alpha / beta) ... -3.92 / -4.65 eV

Below is C44H61BCdN9OP as an isolated structure at a distorted geometry, with properties calculated with ωB97M-V with the def2-TZVPD basis set.

The geometry in XYZ format:
```
118
Properties=species:S:1:pos:R:3
Cd -15.5686 6.6686 6.5513
C -18.5361 5.4814 2.1460
C -17.5326 6.0287 3.1778
C -16.6407 7.1741 2.6392
C -18.1915 6.4607 4.4288
C -19.5849 6.3951 4.6341
C -19.8455 7.0013 5.8493
C -21.2528 7.0748 6.3979
C -22.2195 7.8961 5.5114
C -21.2403 7.4765 7.8846
N -18.6577 7.5740 6.2874
N -17.6260 7.1504 5.4509
B -18.2214 8.6862 7.3834
N -17.5546 8.0876 8.6650
N -16.2592 7.6825 8.5817
C -15.8042 7.3115 9.7829
C -16.9066 7.4065 10.6824
C -17.9483 7.9952 9.9692
C -19.2754 8.4291 10.5542
C -19.8252 7.2994 11.3919
C -19.2071 9.6312 11.4403
C -14.4442 6.7994 9.9670
C -14.1858 6.4919 11.4680
C -13.3926 7.7845 9.4297
N -17.0600 9.6332 6.7862
N -15.8146 9.1445 6.3821
C -15.4776 9.6816 5.1985
C -16.5537 10.5247 4.7853
C -17.4470 10.5704 5.8684
C -18.5339 11.5580 6.2354
C -18.7148 12.5720 5.0833
C -18.4338 12.2669 7.5893
C -14.1849 9.4712 4.4803
C -14.3383 10.1495 3.0783
C -13.0995 10.2463 5.2368
H -17.9372 5.2567 1.2801
H -19.2491 6.2561 1.8279
H -19.0761 4.5819 2.5265
H -16.8462 5.1981 3.4097
H -17.2735 8.0626 2.4422
H -16.2046 6.7804 1.7067
H -15.8223 7.4624 3.2995
H -20.2413 5.9604 3.9045
H -21.6245 6.0377 6.3328
H -21.8526 8.9338 5.3693
H -23.2202 7.9596 5.9636
H -22.2697 7.3489 4.5601
H -21.1728 8.5733 7.9662
H -20.3488 7.0153 8.3354
H -22.1700 7.1645 8.4783
H -19.2645 9.2498 7.7055
H -16.8598 6.9963 11.7205
H -19.9373 8.6867 9.7240
H -19.4346 7.2538 12.4449
H -19.5696 6.2949 10.9773
H -20.9399 7.4225 11.4319
H -18.6845 9.3889 12.3736
H -20.2260 10.0792 11.6492
H -18.7174 10.4793 10.9427
H -14.4000 5.8190 9.4531
H -14.3753 7.3951 12.0975
H -13.1434 6.1781 11.5941
H -14.8812 5.6899 11.8178
H -13.3625 8.6943 9.9930
H -13.5259 8.0748 8.3758
H -12.3792 7.3462 9.4903
H -16.7155 11.0032 3.8166
H -19.4310 10.9728 6.2824
H -17.7954 13.2353 5.0905
H -19.6262 13.2173 5.1478
H -18.7155 12.0786 4.1079
H -17.4324 12.7451 7.6841
H -18.5810 11.5753 8.4568
H -19.2112 13.0675 7.6929
H -13.9540 8.4069 4.3284
H -14.5783 11.2227 3.2395
H -15.1144 9.6427 2.4794
H -13.3531 10.0353 2.5548
H -13.1443 11.2952 4.9295
H -12.0487 9.9821 5.0646
H -13.2665 10.1935 6.3210
N -14.3944 3.4555 7.1045
P -15.9877 4.0645 6.8241
C -16.5420 2.9184 5.5972
C -17.3728 1.7721 5.8382
C -17.4375 0.8085 4.8641
C -16.8505 0.9334 3.6184
C -16.0664 2.0404 3.3359
C -15.9036 3.0154 4.3309
C -16.8802 3.6600 8.3502
C -18.2678 3.6592 8.2556
C -18.9981 2.9961 9.2117
C -18.4016 2.6298 10.3887
C -17.0247 2.7609 10.5645
C -16.2363 3.3244 9.5577
C -13.3176 4.1648 6.7822
C -12.0627 3.5546 6.8286
C -10.9273 4.2640 6.5024
C -11.0754 5.6276 6.1502
C -12.3370 6.1692 6.0741
N -13.4340 5.4640 6.3892
H -14.2817 2.4806 7.3940
H -17.9242 1.6425 6.7846
H -17.9222 -0.1349 5.1088
H -17.0005 0.0916 2.9674
H -15.5396 2.1495 2.3900
H -15.3022 3.9332 4.1420
H -18.7499 4.0533 7.4060
H -20.0558 2.7290 9.0380
H -19.0023 2.2091 11.1882
H -16.6207 2.4929 11.5173
H -15.1566 3.3748 9.6870
H -12.0562 2.5008 7.0748
H -9.9115 3.7633 6.5163
H -10.2021 6.1992 5.7521
H -12.4726 7.2289 5.8823
O -15.4663 10.3388 9.9475
N -16.4094 10.1126 9.2826
```

Output
HOMO energy (alpha / beta) ... -13.31 / -13.31 eV
Frontier orbital gap (alpha / beta) ... 4.9 / 4.8 eV
Energy ... -2814.66915 a.u.
Total charge ... +2
LUMO energy (alpha / beta) ... -8.46 / -8.47 eV

Below is one molecule with the formula C13H15Cl2N3O2S, with properties calculated with ωB97M-V with the def2-TZVPD basis set.

The geometry in XYZ format:
```
36
Properties=species:S:1:pos:R:3
C 2.0362 1.7673 -1.6231
C 2.8698 2.7046 -0.7582
C 3.5931 1.9997 0.3898
C 2.6574 1.5088 1.5010
C 1.7280 0.3789 1.1274
O 0.5297 0.4312 1.3426
N 2.3767 -0.6993 0.5986
C 2.0033 -1.9598 0.1396
S 3.2403 -3.0179 -0.1609
N 0.7460 -2.3389 -0.0604
N -0.4253 -1.6106 0.0082
C -1.5640 -2.2629 -0.3321
O -1.5430 -3.4159 -0.7262
C -2.8205 -1.4822 -0.1635
C -3.9405 -2.1920 0.2676
C -5.1606 -1.5762 0.4553
C -5.2754 -0.2187 0.1906
Cl -6.7843 0.5769 0.4179
C -4.1892 0.5080 -0.2708
C -2.9681 -0.1243 -0.4468
Cl -1.6731 0.8158 -1.0847
H 2.6375 0.9351 -1.9840
H 1.6470 2.3034 -2.4852
H 1.1880 1.3729 -1.0708
H 2.2283 3.4898 -0.3531
H 3.6229 3.1852 -1.3865
H 4.2915 2.7061 0.8437
H 4.1860 1.1757 -0.0141
H 2.0345 2.3354 1.8472
H 3.2592 1.1641 2.3472
H 3.3890 -0.6285 0.5771
H 0.5746 -3.2822 -0.4135
H -0.3614 -0.7202 0.5291
H -3.8268 -3.2494 0.4513
H -6.0151 -2.1373 0.7972
H -4.2914 1.5572 -0.4975
```

Output
HOMO energy ... -8.36 eV
Frontier orbital gap ... 8.4 eV
Energy ... -2137.72601 a.u.
Total charge ... 0
SMILES ... CCCCC(=O)NC(=S)NNC(=O)c1ccc(Cl)cc1Cl
LUMO energy ... 0.08 eV

Below is one molecule with the formula C24H24N4O5S at a distorted geometry, with properties calculated with ωB97M-V with the def2-TZVPD basis set.

The geometry in XYZ format:
```
58
Properties=species:S:1:pos:R:3
H -1.3883 -1.6677 -3.4141
N -0.8934 -0.8294 -3.1240
C -1.6258 0.0492 -2.5911
C -1.1676 1.3392 -2.1074
C 0.0635 1.6682 -1.6225
C 1.1904 0.9047 -1.1800
C 1.4421 -0.4306 -1.4969
C 2.4143 -1.1350 -0.8185
C 3.1772 -0.5326 0.1710
O 4.0852 -1.1699 0.9592
C 3.8891 -2.5314 1.2671
C 2.6895 -2.7815 2.2048
O 1.4853 -3.0286 1.5115
C 0.5317 -2.0708 1.3227
C -0.5613 -2.4873 0.5577
C -1.5944 -1.6160 0.2999
C -1.5697 -0.3138 0.7751
C -0.4843 0.1059 1.5305
O -0.3308 1.3592 2.0410
C -1.3500 2.3106 1.8262
C 0.5567 -0.7790 1.8180
C 3.0362 0.8590 0.4039
O 3.9000 1.3733 1.3161
C 3.7735 2.7231 1.7194
C 2.6590 2.9218 2.7428
C 2.0498 1.5485 -0.2665
C -2.1640 2.4571 -2.0048
O -1.8277 3.6124 -1.8661
N -3.5038 2.1178 -1.9766
C -3.8539 0.9101 -2.1758
S -5.5054 0.3294 -2.1470
C -4.8771 -1.2723 -2.5870
C -5.7765 -2.4289 -2.7700
N -3.6133 -1.3159 -2.7223
N -3.0275 -0.1297 -2.4838
H 0.1331 2.7266 -1.3782
H 0.8518 -0.9106 -2.2591
H 2.5552 -2.1791 -1.0492
H 3.7797 -3.1490 0.3693
H 4.8059 -2.8223 1.7852
H 2.8862 -3.7002 2.7674
H 2.6000 -1.9522 2.9106
H -0.5719 -3.4968 0.1814
H -2.4377 -1.9559 -0.2835
H -2.3856 0.3565 0.5554
H -1.0269 3.2100 2.3480
H -2.3037 1.9764 2.2449
H -1.4774 2.5377 0.7641
H 1.3696 -0.3966 2.4132
H 3.6306 3.3753 0.8497
H 4.7416 2.9617 2.1693
H 2.5720 3.9759 2.9916
H 2.8866 2.3651 3.6486
H 1.7080 2.5651 2.3552
H 1.8725 2.5901 -0.0513
H -6.4940 -2.2222 -3.5624
H -5.1908 -3.3066 -3.0287
H -6.3336 -2.6178 -1.8538
```

Output
HOMO energy ... -7.87 eV
Frontier orbital gap ... 7.3 eV
Energy ... -1922.30960 a.u.
Total charge ... 0
SMILES ... [H]/N=C1/C(=C\c2ccc(OCCOc3cccc(OC)c3)c(OCC)c2)C(=O)N=C2SC(C)=NN21
LUMO energy ... -0.54 eV

Below is one molecule with the formula C12H17N3OS2, with properties calculated with ωB97M-V with the def2-TZVPD basis set.

The geometry in XYZ format:
```
35
Properties=species:S:1:pos:R:3
C -5.9058 -1.1437 -0.5057
C -4.7021 -0.6098 -0.4301
C -4.4313 0.7701 0.1051
N -3.5248 0.7510 1.2368
C -2.1876 0.6013 1.1808
S -1.2950 0.4585 2.5761
N -1.5785 0.6852 -0.0257
N -0.2130 0.4216 -0.1073
C 0.2034 -0.3180 -1.1741
O -0.5829 -0.5958 -2.0690
C 1.6193 -0.7127 -1.1748
C 1.9879 -1.8275 -1.8754
S 3.6565 -2.1542 -1.7536
C 3.8980 -0.7465 -0.7647
C 5.2687 -0.4212 -0.2837
C 2.7312 -0.0776 -0.5327
C 2.6725 1.1912 0.2648
C 2.6533 0.9273 1.7726
H -6.0647 -2.1355 -0.8919
H -6.7862 -0.6047 -0.1954
H -3.8322 -1.1710 -0.7443
H -5.3641 1.2316 0.4352
H -3.9970 1.4017 -0.6778
H -3.9231 0.6283 2.1551
H -2.0319 0.3943 -0.8914
H 0.2197 0.3943 0.8162
H 1.3434 -2.4716 -2.4394
H 5.4059 -0.7515 0.7466
H 5.4445 0.6528 -0.3191
H 6.0123 -0.9199 -0.9004
H 1.7934 1.7668 -0.0259
H 3.5535 1.7944 0.0318
H 2.5771 1.8664 2.3148
H 3.5660 0.4241 2.0811
H 1.8135 0.3004 2.0650
```

Output
HOMO energy ... -8.53 eV
Frontier orbital gap ... 9.3 eV
Energy ... -1503.32820 a.u.
Total charge ... 0
SMILES ... C=CCNC(=S)NNC(=O)c1csc(C)c1CC
LUMO energy ... 0.77 eV

Below is a 2-piece molecular cluster, C6H12O overall at a distorted geometry, with properties calculated with ωB97M-V with the def2-TZVPD basis set.

The geometry in XYZ format:
```
19
Properties=species:S:1:pos:R:3
C -0.1604 -3.2063 -1.0258
C 0.9297 -2.8061 -0.3824
C 1.5629 -1.4691 -0.6635
C 0.6218 -0.3233 -0.8521
C 0.3047 0.2269 -2.0164
C -0.0626 0.1487 0.4309
H -0.3904 -2.7749 -1.9958
H -0.7747 -4.0419 -0.7264
H 1.4175 -3.4401 0.3483
H 2.2536 -1.5200 -1.5195
H 2.2650 -1.2550 0.1509
H -0.5086 0.9348 -2.0287
H 0.8979 -0.0191 -2.8888
H -0.8750 -0.5038 0.7558
H -0.4200 1.1535 0.2191
H 0.6884 0.1142 1.2198
O -2.3512 5.6665 3.4362
H -3.2006 5.3495 3.0986
H -1.6958 5.1540 2.9509
```

Output
HOMO energy ... -9.38 eV
Frontier orbital gap ... 10.1 eV
Energy ... -310.98601 a.u.
Total charge ... 0
SMILES ... C=CCC(=C)C.O
LUMO energy ... 0.71 eV